{"formula": "C23H39BrCl34N3P", "method": "wB97M-V/def2-TZVPD", "lumo_energy_ev": -0.69, "symbols": ["C", "C", "C", "Br", "C", "N", "C", "C", "N", "P", "N", "H", "H", "H", "H", "H", "C", "Cl", "Cl", "H", "H", "C", "Cl", "Cl", "H", "H", "C", "Cl", "Cl", "H", "H", "C", "Cl", "Cl", "H", "H", "C", "Cl", "Cl", "H", "H", "C", "Cl", "Cl", "H", "H", "C", "Cl", "Cl", "H", "H", "C", "Cl", "Cl", "H", "H", "C", "Cl", "Cl", "H", "H", "C", "Cl", "Cl", "H", "H", "C", "Cl", "Cl", "H", "H", "C", "Cl", "Cl", "H", "H", "C", "Cl", "Cl", "H", "H", "C", "Cl", "Cl", "H", "H", "C", "Cl", "Cl", "H", "H", "C", "Cl", "Cl", "H", "H", "C", "Cl", "Cl", "H", "H"], "coordinates": [[-2.53, 0.74, -3.67], [-1.61, 1.04, -2.77], [-0.24, 1.53, -2.05], [-0.66, 2.41, -0.32], [0.63, 0.16, -1.80], [1.17, -0.90, -1.51], [0.67, 2.43, -3.06], [0.49, 1.75, -4.53], [0.31, 1.33, -5.66], [0.09, 4.24, -3.22], [-1.50, 4.43, -2.91], [-3.14, 0.42, -4.63], [1.79, 2.31, -2.81], [0.31, 4.65, -4.58], [0.82, 5.12, -2.33], [-1.51, 5.11, -2.12], [0.27, -1.13, 1.94], [-0.75, -1.92, 3.15], [1.95, -1.03, 2.49], [0.24, -1.70, 1.02], [-0.10, -0.11, 1.77], [-1.25, -5.40, 3.92], [-0.61, -6.04, 2.40], [-0.43, -6.13, 5.31], [-1.10, -4.32, 3.95], [-2.32, -5.63, 3.98], [0.47, 1.68, 4.77], [-0.56, 2.59, 3.66], [1.54, 2.76, 5.67], [-0.16, 1.14, 5.47], [1.07, 0.98, 4.20], [-4.86, 3.28, -0.32], [-4.22, 2.65, -1.84], [-4.03, 2.56, 1.07], [-4.71, 4.36, -0.30], [-5.92, 3.05, -0.26], [2.97, 3.20, 9.17], [1.95, 2.41, 10.37], [4.65, 3.29, 9.72], [2.93, 2.63, 8.24], [2.60, 4.21, 9.00], [3.69, 5.90, -3.42], [2.38, 4.74, -3.69], [4.87, 5.85, -4.73], [3.26, 6.91, -3.37], [4.19, 5.67, -2.48], [-3.74, -2.95, 0.92], [-2.91, -1.54, 0.27], [-3.28, -3.25, 2.60], [-4.82, -2.78, 0.88], [-3.48, -3.83, 0.32], [6.78, 2.73, -5.79], [7.47, 2.05, -4.31], [7.92, 2.63, -7.13], [5.88, 2.18, -6.05], [6.53, 3.78, -5.61], [-7.38, -3.33, 2.82], [-6.73, -3.96, 1.30], [-6.56, -4.05, 4.22], [-7.23, -2.25, 2.85], [-8.44, -3.55, 2.88], [5.56, -1.23, -2.52], [7.24, -0.75, -2.25], [4.60, 0.12, -3.13], [5.54, -2.04, -3.25], [5.14, -1.57, -1.58], [5.92, -1.63, 2.76], [4.65, -0.70, 3.56], [5.40, -2.18, 1.17], [6.80, -0.99, 2.65], [6.17, -2.49, 3.38], [-1.75, -7.51, -0.78], [-3.18, -6.52, -0.43], [-1.15, -7.20, -2.42], [-0.97, -7.28, -0.06], [-2.02, -8.56, -0.70], [0.56, -10.74, -1.17], [-1.11, -10.44, -1.66], [1.48, -9.23, -1.07], [0.56, -11.22, -0.20], [1.03, -11.39, -1.91], [5.14, 2.25, 1.50], [3.47, 2.55, 1.01], [6.06, 3.76, 1.57], [5.15, 1.79, 2.49], [5.61, 1.59, 0.78], [-1.75, 6.44, 4.29], [-1.23, 8.07, 3.87], [-2.49, 5.62, 2.91], [-0.89, 5.86, 4.62], [-2.48, 6.49, 5.10], [-8.66, 2.69, -2.24], [-7.83, 4.10, -2.89], [-8.19, 2.39, -0.56], [-9.74, 2.86, -2.28], [-8.40, 1.81, -2.84], [-1.33, -2.00, -6.10], [-2.60, -1.07, -5.27], [-1.87, -2.53, -7.70], [-0.45, -1.37, -6.21], [-1.09, -2.88, -5.50]], "mulliken_charge": [-0.5687, -0.3802, 1.1769, 0.0596, 0.0000, -0.5669, -0.1372, 0.0656, -0.5493, 0.3598, -0.6732, 0.3568, 0.5381, 0.1252, 0.0747, 0.1894, -0.1793, -0.1725, -0.0010, 0.3049, -0.0384, 0.3597, -0.1053, -0.1882, -0.2488, 0.2280, 0.2032, -0.0733, -0.1835, 0.2986, -0.2364, 0.2297, -0.0514, -0.1764, 0.2744, -0.3135, 0.0217, -0.1545, -0.1591, 0.0297, 0.2629, -0.3742, -0.0672, -0.1476, 0.3430, 0.2704, 0.2352, -0.1121, -0.0933, 0.0659, -0.0625, 0.1169, -0.1180, -0.1679, 0.2343, -0.0515, -0.2362, -0.1414, -0.1384, 0.2226, 0.3080, -0.0340, -0.1558, -0.0944, 0.3515, -0.0777, -0.3911, -0.1160, -0.1131, 0.2639, 0.3555, 0.1119, -0.1723, -0.1388, 0.0024, 0.1460, -0.2509, -0.1381, -0.1290, 0.2659, 0.2846, -0.0529, -0.0431, -0.1812, 0.1059, 0.1614, -0.2126, -0.1675, -0.0801, 0.1634, 0.3035, -0.2592, -0.1404, -0.1750, 0.3028, 0.2551, -0.1347, -0.1832, -0.1804, 0.1612, 0.2986]}